No. 1
The following is a DFT calculation (ωB97M-V/def2-TZVPD) of one molecule with the formula C4H11N2O3P at a distorted geometry.

Last column: Mulliken charge in e.
CARTESIAN COORDINATES (ANGSTROEM)
N (-1.21764, 0.48097, 0.31994)  -0.14
C (2.14753, -1.21092, 2.38580)  -0.95
O (2.20465, 0.85615, 0.45615)  -0.53
H (-0.21757, 1.32713, 1.99992)  0.28
H (-0.74761, -0.32162, 2.18291)  0.39
C (-0.79046, 1.07443, -0.81719)  0.47
N (-2.08418, -0.63432, -2.34234)  -0.67
H (1.29973, -1.50951, 2.98420)  0.30
O (0.92928, -1.07666, -0.12462)  -0.69
H (-0.46922, 0.63369, -2.86066)  0.27
O (0.15197, 1.84473, -0.85306)  -0.76
H (1.60477, 1.14544, -0.24361)  0.51
P (1.32690, -0.25274, 1.00709)  0.86
C (-0.30186, 0.40819, 1.45376)  -0.70
H (2.91691, -0.74419, 2.99431)  0.35
C (-1.36898, 0.70238, -2.19013)  -0.37
H (-2.73029, -0.59369, -3.16120)  0.24
H (-1.85459, -0.24411, 0.14575)  0.32
H (2.54862, -2.09257, 1.74622)  0.27
H (-1.99670, 1.62861, -2.59477)  0.32
H (-1.35128, -1.42139, -2.48848)  0.26

## Properties
ΔE to the lowest compared entry with this formula, charge and spin	10.1	kcal/mol
HOMO-LUMO gap	10.49	eV
SMILES	C[P@](=O)(O)CNC(=O)CN
net charge	0
highest occupied orbital energy	-9.68	eV
max |F|	0.0638	hartree/bohr

=====

No. 2
The following is a DFT calculation (ωB97M-V/def2-TZVPD) of C10H29N2O5Zn as an isolated structure at a distorted geometry.

Last column: Mulliken charge in e.
CARTESIAN COORDINATES (ANGSTROEM)
O (21.74709, -6.24166, 11.98970)  -0.32
H (26.92129, -5.80247, 16.12779)  0.53
H (21.70720, -5.59986, 14.46694)  0.29
H (25.88116, -4.55993, 15.47984)  0.27
H (18.98410, -5.62998, 18.92935)  0.37
H (22.69869, -9.55411, 13.85050)  0.44
N (21.33184, -4.43831, 17.32763)  -0.70
H (21.07903, -6.80986, 15.24411)  0.33
O (24.40211, -4.46547, 17.90986)  -0.39
H (24.32432, -3.63622, 18.38773)  0.28
C (25.94264, -5.33759, 16.24150)  -0.65
H (20.52658, -7.52905, 13.04933)  0.36
C (22.51519, -7.38292, 13.91422)  0.14
H (24.36360, -7.89858, 17.99477)  0.19
C (19.68539, -4.84202, 19.20691)  -1.43
H (20.78128, -4.98495, 10.64237)  0.25
H (19.68497, -4.63852, 20.27486)  0.36
H (25.30439, -7.15787, 15.84990)  0.32
H (23.50946, -6.98618, 13.73165)  0.41
O (22.62686, -6.82421, 17.87281)  0.20
H (19.73714, -5.78813, 11.81901)  0.31
C (22.51554, -8.75714, 14.57358)  -1.32
H (21.92482, -8.26281, 12.12747)  0.41
H (20.42262, -6.72559, 10.47810)  0.31
H (26.15200, -5.42223, 18.39168)  0.23
C (20.62483, -5.91097, 11.18235)  -0.73
C (25.79287, -4.72978, 17.62182)  -0.45
C (21.36759, -6.62767, 18.52445)  -1.08
H (22.83830, -3.05800, 15.52372)  0.14
H (23.26148, -8.90208, 15.36068)  0.23
H (21.80559, -4.72579, 19.33818)  0.26
H (21.42323, -6.97803, 19.55623)  0.43
H (23.59997, -7.58414, 19.52790)  0.42
C (21.57138, -7.41868, 12.73839)  -0.87
H (20.46606, -4.39196, 16.78643)  0.30
N (21.99865, -6.43849, 14.98921)  -0.41
O (23.40688, -3.78800, 15.25301)  -0.77
H (21.40716, -3.44836, 17.56404)  0.38
O (24.89157, -6.30749, 16.01906)  -0.50
Zn (23.05860, -5.30249, 16.45996)  1.03
H (21.55965, -8.97692, 15.05893)  0.38
H (22.89304, -8.80804, 18.34912)  0.31
H (19.30360, -3.91338, 18.77240)  0.40
C (23.39722, -7.85330, 18.49111)  -0.99
H (26.37658, -3.81939, 17.74639)  0.43
H (20.58026, -7.15203, 17.97463)  0.35
C (21.08496, -5.13508, 18.62603)  0.52

## Properties
ΔE to the lowest compared entry with this formula, charge and spin	6.3	kcal/mol
HOMO-LUMO gap	8.89	eV
net charge	+1
highest occupied orbital energy	-11.38	eV
max |F|	0.0499	hartree/bohr

=====

No. 3
The following is a DFT calculation (ωB97M-V/def2-TZVPD) of C28H22NO3PS2Sc as an isolated structure.

Last column: Mulliken charge in e.
CARTESIAN COORDINATES (ANGSTROEM)
C (2.67349, 1.07871, 1.79052)  -0.39
H (-1.20480, 0.55775, 3.01113)  0.36
H (-1.26436, -4.04209, 4.31884)  0.45
C (-0.96633, 2.64345, 2.57259)  -0.71
S (2.27247, -2.08968, -2.09082)  -0.37
H (-1.16948, 2.95373, 3.58898)  0.45
C (3.00556, 2.12895, -3.76732)  -0.92
C (2.79983, 1.42507, 0.33297)  0.56
H (-4.74974, -2.05062, 2.83320)  0.43
H (-0.24129, 3.92935, -0.47600)  0.48
C (2.94732, 1.93933, -2.36722)  1.05
C (-0.44487, 3.19111, 0.28880)  -0.84
H (3.38125, 3.97643, -1.79648)  0.48
C (-2.89514, -1.55201, 1.88363)  -0.31
C (-3.23778, -1.70145, -3.16578)  -0.50
C (-1.64457, -1.12980, -0.96206)  0.83
C (-3.10201, -3.13006, 3.68006)  -0.64
C (-3.43128, -0.52449, -2.45812)  -0.81
H (-3.36290, -0.86894, 1.18540)  0.40
C (-0.69656, 3.59131, 1.59624)  -0.67
C (-0.73864, 0.88848, 0.93707)  0.64
N (2.59744, 0.43773, -0.51271)  0.05
C (-0.45515, 1.84607, -0.03954)  -0.56
O (1.29183, -1.67372, 3.60875)  -0.68
C (-1.73124, -3.34108, 3.63710)  -0.66
H (-3.85593, -1.92215, -4.02588)  0.41
C (-1.51860, -1.74959, 1.82541)  -0.40
H (-4.20088, 0.17245, -2.76218)  0.44
H (3.57219, 1.37304, 2.33593)  0.54
C (2.68460, 0.65287, -1.85946)  -0.18
C (3.10193, 2.73138, -0.09070)  -0.84
H (3.27239, 3.51297, 0.63673)  0.48
O (2.49084, -0.33014, 1.87957)  -0.45
C (-2.25021, -2.59530, -2.77589)  -0.78
O (1.36505, -2.98856, 1.52272)  -0.52
H (1.81255, 1.59733, 2.22241)  0.21
H (-2.09610, -3.51231, -3.32829)  0.44
C (-0.98878, 1.29360, 2.24607)  -0.67
H (2.45959, -1.06194, -4.76088)  0.46
C (-3.68277, -2.22532, 2.80726)  -0.86
P (-0.60790, -0.86995, 0.50511)  1.79
C (2.51775, -0.45797, -2.72867)  0.45
H (-3.71028, -3.67126, 4.39178)  0.42
H (-2.80011, 0.68345, -0.80846)  0.41
C (3.16106, 2.97984, -1.43330)  -0.66
H (-0.67368, -3.00494, -1.39311)  0.35
H (-0.25509, 1.53815, -1.06093)  0.69
C (-0.94388, -2.65341, 2.72540)  0.82
Sc (1.96464, -1.56864, 0.27686)  0.34
H (-0.68949, 4.64296, 1.85089)  0.43
C (-1.45129, -2.30812, -1.68186)  -0.78
H (2.86121, 1.19423, -5.67011)  0.40
H (2.05049, -0.69267, 2.73129)  0.37
C (2.81756, 1.06113, -4.59760)  -0.70
H (3.20482, 3.11686, -4.16157)  0.42
S (0.81332, -2.95471, 2.98861)  0.37
C (2.58230, -0.22920, -4.08098)  -0.47
C (-2.64031, -0.23763, -1.35536)  -0.07

## Properties
ΔE to the lowest compared entry with this formula, charge and spin	0.0	kcal/mol
HOMO-LUMO gap	7.58	eV
net charge	+1
highest occupied orbital energy	-10.83	eV
max |F|	0.0065	hartree/bohr

=====

No. 4
The following is a DFT calculation (ωB97M-V/def2-TZVPD) of a 2-piece molecular cluster, C3H6INS overall at a distorted geometry.

Last column: Mulliken charge in e.
CARTESIAN COORDINATES (ANGSTROEM)
H (2.31879, -0.02983, -0.78335)  0.35
H (0.62616, -0.80613, -0.90953)  0.30
H (-2.51190, -0.21522, 0.21531)  0.10
S (-0.27134, -2.67321, 1.78554)  -0.56
C (1.30253, -0.10190, -0.43830)  -1.04
I (-2.51146, -2.58122, 0.64835)  -0.04
H (0.85573, 2.03400, -1.14037)  0.32
C (0.57840, 1.33159, -0.33558)  -0.15
C (-0.84986, 1.09520, -0.23362)  0.40
N (-1.98808, 0.82291, 0.01501)  -0.18
H (1.43993, -0.57403, 0.53955)  0.28
H (1.01111, 1.69785, 0.63698)  0.22

## Properties
ΔE to the lowest compared entry with this formula, charge and spin	35.2	kcal/mol
HOMO-LUMO gap	5.88	eV
net charge	0
highest occupied orbital energy	-7.13	eV
max |F|	0.0838	hartree/bohr

=====

No. 5
The following is a DFT calculation (ωB97M-V/def2-TZVPD) of a 2-piece molecular cluster, C2H6N4O overall at a distorted geometry.

Last column: Mulliken charge in e.
CARTESIAN COORDINATES (ANGSTROEM)
H (2.65192, 1.51926, -0.61671)  0.26
N (1.97507, 1.12782, 0.25254)  -0.69
N (-1.08151, -0.44346, 0.55357)  -0.22
O (-1.38288, 1.49812, -0.47702)  -0.59
H (1.79865, -1.59664, -1.01541)  0.34
N (0.72626, -0.70131, -0.97913)  -0.62
H (-1.54161, -1.29763, 0.84807)  0.23
H (0.17524, 0.88300, 1.57632)  0.33
C (-1.84583, 0.33865, -0.20412)  0.17
C (1.15727, 0.15837, -0.05317)  0.54
H (-2.90918, -0.07066, -0.45659)  0.28
N (0.22221, -0.05456, 1.07388)  -0.41
H (0.05438, -1.36097, -0.50225)  0.38

## Properties
ΔE to the lowest compared entry with this formula, charge and spin	118.5	kcal/mol
HOMO-LUMO gap	9.62	eV
net charge	0
highest occupied orbital energy	-9.45	eV
max |F|	0.1678	hartree/bohr